43
Properties=species:S:1:pos:R:3 method="wB97M-V/def2-TZVPD" charge=+1 largest_force_ev_per_a=0.762 e_homo_ev=-12.02 e_tot_ev=-79674.9102 e_above_lowest_kj_mol=0.0
Ru -0.20 0.00 -0.12
Cl 4.54 -0.03 5.10
C 3.67 0.01 3.62
C 2.29 -0.01 3.64
C 1.64 0.02 2.42
Cl -0.11 -0.03 2.32
C 2.30 0.07 1.21
O 1.63 0.12 0.02
C 3.69 0.08 1.22
Cl 4.54 0.16 -0.28
C 4.37 0.06 2.42
H 1.74 -0.05 4.57
H 5.45 0.08 2.42
C 1.88 2.28 -4.88
C 1.07 1.25 -5.36
C 0.39 0.43 -4.49
C 0.52 0.65 -3.12
C 1.33 1.67 -2.63
C 2.01 2.48 -3.52
N -0.16 -0.19 -2.18
N -0.77 -1.17 -2.64
C -1.36 -1.98 -1.64
C -2.16 -3.03 -2.02
C -2.72 -3.84 -1.04
C -2.47 -3.60 0.31
C -1.66 -2.53 0.70
C -1.11 -1.71 -0.28
H 2.41 2.91 -5.58
H 0.97 1.09 -6.43
H -0.24 -0.37 -4.85
H 1.46 1.82 -1.57
H 2.65 3.27 -3.14
H -2.35 -3.20 -3.08
H -3.35 -4.67 -1.32
H -2.92 -4.23 1.06
H -1.47 -2.37 1.75
F -1.13 2.48 -1.14
C -1.29 1.75 -0.01
F -0.91 2.53 1.02
C -2.79 1.41 0.12
F -3.00 0.74 1.27
F -3.54 2.49 0.11
F -3.14 0.62 -0.91



11
Properties=species:S:1:pos:R:3 method="wB97M-V/def2-TZVPD" charge=0 largest_force_ev_per_a=12.573 e_homo_ev=-9.42 e_tot_ev=-9236.1261 e_above_lowest_kj_mol=420.8
C 0.77 1.76 -0.01
C 0.73 0.42 0.00
C 1.84 -0.29 -0.10
N 2.59 -1.24 0.12
C -0.50 -0.35 -0.14
N -1.67 0.23 0.04
O -2.68 -0.62 -0.03
H 1.75 2.04 -0.07
H -0.18 2.28 0.27
H -0.31 -1.48 -0.08
H -3.38 -0.10 0.44



65
Properties=species:S:1:pos:R:3 method="wB97M-V/def2-TZVPD" charge=0 largest_force_ev_per_a=0.218 e_homo_ev=-6.85 e_tot_ev=-170072.4872
Cu -2.29 0.64 0.89
C 2.93 -2.77 -2.84
C 2.11 -3.11 -1.59
C 2.72 -4.33 -0.89
C 0.69 -3.46 -2.03
C 2.14 -1.91 -0.64
C 3.37 -1.47 -0.12
C 3.47 -0.38 0.73
C 2.30 0.29 1.07
S 2.05 1.68 2.08
C 0.32 1.58 1.76
N -0.02 0.60 0.98
C 1.07 -0.14 0.58
C 0.99 -1.24 -0.28
C -0.67 2.53 2.28
C -0.25 3.60 3.08
C -1.18 4.54 3.50
C -2.50 4.40 3.11
C -2.90 3.32 2.33
C -2.01 2.33 1.89
H 2.93 -3.62 -3.53
H 3.97 -2.54 -2.60
H 2.50 -1.91 -3.36
H 2.71 -5.19 -1.56
H 2.15 -4.59 0.00
H 3.75 -4.16 -0.59
H 0.72 -4.31 -2.71
H 0.22 -2.62 -2.55
H 0.06 -3.73 -1.17
H 4.28 -1.99 -0.39
H 4.43 -0.06 1.10
H 0.01 -1.51 -0.66
H 0.79 3.70 3.37
H -0.87 5.37 4.12
H -3.24 5.14 3.42
H -3.95 3.24 2.07
C -0.32 4.86 -0.32
C -0.07 3.56 -1.01
C 1.13 3.16 -1.53
C 1.17 1.90 -2.16
N 0.12 1.12 -2.29
C -1.05 1.49 -1.73
S -2.42 0.51 -1.68
N -1.12 2.73 -1.13
C 2.46 1.37 -2.71
H 0.61 5.42 -0.21
H -0.74 4.69 0.67
H -1.02 5.46 -0.89
H 2.01 3.78 -1.44
H -1.97 2.91 -0.61
H 3.26 2.11 -2.67
H 2.31 1.03 -3.73
H 2.75 0.50 -2.12
Se -0.68 -3.50 2.96
N -2.05 -4.46 2.36
C -2.83 -3.61 1.71
C -4.05 -3.95 1.05
C -4.70 -2.96 0.41
C -4.18 -1.62 0.41
N -3.08 -1.25 1.00
C -2.38 -2.24 1.67
N -1.25 -1.97 2.29
H -4.40 -4.97 1.07
H -5.63 -3.14 -0.11
H -4.71 -0.85 -0.13



93
Properties=species:S:1:pos:R:3 method="wB97M-V/def2-TZVPD" charge=+1 largest_force_ev_per_a=1.295 e_homo_ev=-10.78 e_tot_ev=-123778.4986 e_above_lowest_kj_mol=53.4
Fe 0.49 0.23 0.45
C 2.15 -1.51 -3.04
C 1.88 -0.93 -1.70
N 0.72 -0.67 -1.21
N -0.40 -0.91 -1.99
C -1.46 -0.56 -1.29
O -1.40 -0.08 -0.10
C -2.80 -0.76 -1.90
C -3.92 -0.89 -1.10
C -5.16 -1.10 -1.68
C -5.28 -1.16 -3.06
C -4.16 -1.02 -3.87
C -2.92 -0.83 -3.29
C 2.96 -0.68 -0.73
C 4.31 -0.74 -1.03
C 5.23 -0.59 -0.01
C 4.77 -0.43 1.30
C 3.41 -0.36 1.51
N 2.52 -0.46 0.52
H 1.21 -1.72 -3.55
H 2.73 -2.42 -2.95
H 2.72 -0.80 -3.65
H -3.82 -0.82 -0.03
H -6.04 -1.21 -1.06
H -6.26 -1.32 -3.51
H -4.26 -1.07 -4.94
H -2.03 -0.74 -3.90
H 4.64 -0.91 -2.05
H 6.29 -0.62 -0.21
H 5.46 -0.35 2.13
H 3.00 -0.23 2.50
N 0.04 -1.37 1.61
C 0.30 -1.09 2.99
C 0.45 -2.03 3.96
C 0.70 -1.63 5.30
C 0.77 -0.31 5.63
C 0.62 0.69 4.64
C 0.69 2.07 4.90
C 0.54 2.95 3.86
C 0.36 2.46 2.56
N 0.31 1.17 2.27
C 0.41 0.29 3.31
H -0.95 -1.25 1.38
H 0.28 -2.32 1.35
H 0.38 -3.08 3.72
H 0.81 -2.39 6.06
H 0.94 -0.01 6.66
H 0.86 2.42 5.91
H 0.57 4.02 4.01
H 0.26 3.16 1.74
F 5.91 5.38 2.15
C 5.25 5.89 1.10
F 4.77 7.08 1.46
F 6.15 6.10 0.13
C 4.15 4.97 0.63
C 3.31 5.41 -0.38
C 2.30 4.59 -0.84
C 2.11 3.32 -0.29
C 2.96 2.90 0.72
C 3.99 3.72 1.18
P 0.81 2.18 -0.88
C -0.74 3.16 -0.96
C -1.80 2.84 -0.11
C -2.96 3.60 -0.13
C -3.07 4.68 -0.99
C -2.04 4.99 -1.87
C -0.88 4.22 -1.85
C -4.34 5.49 -0.97
F -4.33 6.48 -1.87
F -5.41 4.72 -1.23
F -4.54 6.04 0.24
C 1.22 2.02 -2.65
C 0.22 1.64 -3.54
C 0.52 1.43 -4.88
C 1.82 1.59 -5.33
C 2.82 1.98 -4.46
C 2.53 2.19 -3.12
C 2.16 1.37 -6.78
F 1.20 0.69 -7.43
F 3.30 0.66 -6.91
F 2.34 2.53 -7.43
H 3.44 6.40 -0.81
H 1.66 4.94 -1.64
H 2.83 1.92 1.17
H 4.64 3.38 1.97
H -1.74 1.98 0.54
H -3.78 3.34 0.52
H -2.14 5.82 -2.55
H -0.11 4.44 -2.58
H -0.80 1.51 -3.20
H -0.26 1.13 -5.57
H 3.83 2.12 -4.82
H 3.32 2.48 -2.44



143
Properties=species:S:1:pos:R:3 method="wB97M-V/def2-TZVPD" charge=+1 largest_force_ev_per_a=2.493 e_homo_ev=-9.02 e_tot_ev=-66505.8079
C 5.65 -6.70 4.66
C 4.89 -5.60 3.99
C 4.06 -4.74 4.70
C 3.47 -3.62 4.11
C 2.81 -2.66 5.07
C 3.59 -3.43 2.71
C 3.12 -2.19 1.94
C 4.24 -1.16 2.00
C 1.72 -1.59 2.28
C 0.58 -2.24 1.60
C -0.16 -3.22 2.36
C -0.09 -4.63 2.06
C 0.52 -5.09 0.76
C -0.49 -5.55 3.01
C -1.03 -5.16 4.24
C -1.47 -6.21 5.21
C -1.16 -3.80 4.51
C -0.76 -2.83 3.61
C -0.97 -1.39 3.96
C 4.41 -4.32 1.98
C 4.69 -4.12 0.52
C 5.03 -5.39 2.61
H 5.93 -7.47 3.94
H 6.59 -6.32 5.11
H 5.06 -7.14 5.47
H 3.93 -4.91 5.78
H 3.09 -1.61 4.90
H 1.71 -2.77 5.06
H 3.11 -2.91 6.09
H 3.02 -2.51 0.89
H 5.21 -1.62 1.75
H 4.05 -0.37 1.28
H 4.34 -0.73 3.00
H 1.56 -1.67 3.36
H 1.72 -0.50 2.07
H 0.55 -2.22 0.51
H 0.15 -6.09 0.52
H 0.27 -4.39 -0.06
H 1.61 -5.16 0.84
H -0.34 -6.61 2.81
H -2.13 -5.79 5.97
H -2.02 -7.01 4.68
H -0.62 -6.69 5.71
H -1.57 -3.48 5.47
H -1.94 -1.28 4.49
H -0.21 -1.02 4.67
H -0.98 -0.74 3.07
H 5.33 -4.93 0.16
H 3.77 -4.15 -0.09
H 5.21 -3.18 0.31
H 5.67 -6.06 2.03
C 2.13 0.31 -0.66
C 2.58 1.75 -0.46
C 3.95 1.81 0.24
C 2.80 2.33 -1.84
C 1.51 2.49 0.39
C 1.33 2.20 1.75
C 0.30 2.81 2.47
C -0.33 3.95 1.95
C 0.00 4.42 0.68
C -0.27 5.89 0.27
C -1.65 6.01 -0.39
C 0.81 6.47 -0.66
C -0.31 6.78 1.52
C 0.60 3.41 -0.16
N -0.04 3.06 -1.37
C -0.03 3.89 -2.57
C -1.03 3.24 -3.48
N -1.51 2.07 -2.74
C -2.52 1.27 -3.38
C -2.13 0.26 -4.30
C -0.69 -0.19 -4.66
C -0.65 -1.72 -4.74
C 0.37 0.17 -3.65
C -0.27 0.41 -6.01
C -3.13 -0.42 -5.00
C -4.47 -0.25 -4.68
C -4.84 0.77 -3.82
C -3.90 1.62 -3.24
C -4.47 2.93 -2.60
C -5.92 2.75 -2.12
C -4.52 4.03 -3.67
C -3.70 3.39 -1.38
C -0.84 1.93 -1.53
C -0.94 0.91 -0.58
C -2.09 0.02 -0.53
C -2.12 -1.20 -1.24
C -3.33 -1.83 -1.48
C -4.49 -1.39 -0.82
C -4.42 -0.33 0.09
C -3.23 0.38 0.24
H 1.32 0.31 -1.38
H 2.94 -0.32 -1.05
H 1.72 -0.15 0.25
H 4.33 2.84 0.23
H 3.91 1.48 1.28
H 4.66 1.18 -0.31
H 3.13 3.37 -1.81
H 3.55 1.74 -2.37
H 1.90 2.27 -2.44
H 1.99 1.48 2.25
H 0.03 2.45 3.47
H -1.07 4.48 2.57
H -2.45 5.88 0.36
H -1.77 7.01 -0.85
H -1.78 5.27 -1.17
H 1.58 7.00 -0.07
H 1.33 5.71 -1.25
H 0.37 7.20 -1.36
H 0.57 6.63 2.15
H -0.34 7.84 1.23
H -1.21 6.58 2.12
H -0.29 4.94 -2.34
H 0.97 3.89 -3.01
H -1.88 3.91 -3.70
H -0.57 2.93 -4.43
H -1.11 -2.10 -5.66
H 0.38 -2.08 -4.70
H -1.18 -2.15 -3.88
H 0.51 1.25 -3.55
H 0.12 -0.26 -2.67
H 1.35 -0.24 -3.95
H -0.34 1.51 -6.00
H 0.77 0.14 -6.24
H -0.91 0.04 -6.82
H -2.86 -1.12 -5.78
H -5.23 -0.92 -5.10
H -5.90 0.92 -3.65
H -6.02 1.84 -1.52
H -6.20 3.60 -1.49
H -6.62 2.73 -2.96
H -3.54 4.23 -4.13
H -5.21 3.74 -4.48
H -4.88 4.98 -3.24
H -2.66 3.62 -1.61
H -4.16 4.31 -0.98
H -3.71 2.63 -0.60
H -0.35 1.04 0.32
H -1.17 -1.61 -1.61
H -3.38 -2.68 -2.17
H -5.44 -1.87 -1.03
H -5.31 -0.06 0.67
H -3.15 1.22 0.94



17
Properties=species:S:1:pos:R:3 method="wB97M-V/def2-TZVPD" charge=0 largest_force_ev_per_a=4.890 e_homo_ev=-9.45 e_tot_ev=-34571.5159 e_above_lowest_kj_mol=178.4
C 0.22 -0.37 -0.19
C 3.12 0.79 1.40
C -2.63 -0.18 -1.99
N -0.75 -0.74 0.57
O 2.05 -1.96 0.93
O -1.41 2.21 -2.30
O 0.01 0.42 -1.24
O 2.69 0.34 0.14
S 1.99 -1.09 -0.24
S -1.57 1.26 -1.25
H 3.97 0.07 1.72
H 2.28 0.66 2.11
H 3.58 1.73 1.42
H -2.64 -1.13 -1.38
H -2.05 -0.58 -2.86
H -3.59 0.00 -2.41
H -0.44 -1.20 1.37